A molecular structure, C33H57MnN6. Source: the OMol25 dataset; level of theory: the ωB97M-V functional and the def2-TZVPD basis.

```
97
Properties=species:S:1:pos:R:3:lowdin_spin:R:1
Mn -0.150 -0.166 -0.113 4.61
C -2.224 -0.289 -1.203 0.04
C -2.403 0.753 -0.243 0.03
C -2.303 0.135 1.058 0.04
C -2.040 -1.246 0.833 0.03
C -1.995 -1.525 -0.551 0.02
C -1.922 -2.904 -1.176 0.00
C -1.194 -3.883 -0.252 0.00
C -3.353 -3.407 -1.414 0.00
C -1.181 -2.853 -2.510 0.00
C -2.612 0.631 2.475 0.00
C -1.839 1.892 2.871 0.00
C -2.224 -0.450 3.493 0.00
C -4.126 0.836 2.651 0.00
C -2.598 2.211 -0.689 0.00
C -2.962 2.264 -2.179 0.00
C -1.291 3.000 -0.512 0.01
C -3.735 2.941 0.035 0.00
H -2.273 -0.157 -2.272 0.00
H -1.966 -1.995 1.603 0.00
H -1.718 -4.011 0.695 0.00
H -0.176 -3.540 -0.037 0.00
H -1.125 -4.864 -0.724 0.00
H -3.906 -3.450 -0.474 0.00
H -3.343 -4.406 -1.854 0.00
H -3.890 -2.738 -2.089 0.00
H -0.139 -2.557 -2.360 0.00
H -1.648 -2.143 -3.194 0.00
H -1.188 -3.834 -2.990 0.00
H -0.762 1.707 2.827 0.00
H -2.089 2.174 3.897 0.00
H -2.058 2.748 2.239 0.00
H -1.196 -0.777 3.342 0.00
H -2.875 -1.322 3.424 0.00
H -2.318 -0.050 4.504 0.00
H -4.526 1.633 2.036 0.00
H -4.348 1.072 3.695 0.00
H -4.656 -0.083 2.394 0.00
H -2.154 1.899 -2.810 0.00
H -3.154 3.299 -2.466 0.00
H -3.860 1.682 -2.390 0.00
H -0.479 2.540 -1.088 0.00
H -0.985 3.044 0.533 0.00
H -1.406 4.027 -0.869 0.00
H -4.671 2.390 -0.061 0.00
H -3.876 3.922 -0.422 0.00
H -3.538 3.106 1.089 0.00
C 0.963 -0.530 4.663 0.00
N 1.390 -0.692 3.277 0.01
C 1.426 -2.066 2.790 0.00
C 1.647 0.333 2.448 0.01
N 1.604 0.128 1.124 0.04
C 2.686 0.636 0.365 0.01
C 3.929 0.968 0.910 0.00
C 4.970 1.424 0.118 0.00
C 4.789 1.561 -1.250 0.00
C 3.579 1.187 -1.809 0.00
C 2.542 0.682 -1.027 0.01
N 1.344 0.217 -1.627 0.04
C 1.545 -0.488 -2.748 0.01
N 2.520 -1.433 -2.837 0.01
C 3.037 -2.074 -1.639 0.00
C 3.394 -1.538 -3.997 0.00
N 0.762 -0.307 -3.824 0.01
C 0.021 0.925 -4.033 0.00
C 0.576 -1.308 -4.864 0.00
N 1.929 1.544 2.990 0.00
C 1.739 2.766 2.225 0.00
C 2.765 1.704 4.174 0.00
H 0.200 -1.274 4.881 0.00
H 0.530 0.456 4.808 0.00
H 1.789 -0.675 5.360 0.00
H 1.822 -2.705 3.580 0.00
H 2.067 -2.131 1.917 0.00
H 0.425 -2.416 2.524 0.00
H 4.099 0.848 1.972 0.00
H 5.919 1.675 0.574 0.00
H 5.582 1.947 -1.877 0.00
H 3.426 1.281 -2.879 0.00
H 2.278 -2.071 -0.859 0.00
H 3.933 -1.573 -1.262 0.00
H 3.286 -3.108 -1.884 0.00
H 3.107 -0.816 -4.757 0.00
H 3.371 -2.540 -4.429 0.00
H 4.417 -1.313 -3.687 0.00
H 0.220 1.616 -3.221 0.00
H -1.048 0.712 -4.076 0.00
H 0.317 1.374 -4.983 0.00
H 0.918 -2.279 -4.520 0.00
H 1.107 -1.039 -5.780 0.00
H -0.487 -1.374 -5.096 0.00
H 1.047 2.591 1.406 0.00
H 2.684 3.130 1.815 0.00
H 1.319 3.526 2.886 0.00
H 3.188 0.751 4.476 0.00
H 2.213 2.136 5.010 0.00
H 3.589 2.375 3.922 0.00
```

The LUMO energy (alpha / beta) comes out at -1.67 / -1.87 eV. As for the spin multiplicity: 6. The energy above the lowest of the compared OMol25 structures with the same formula, charge and spin is 0.00 kJ/mol. Its HOMO-LUMO gap (alpha / beta) is 8.0 / 8.5 eV. Its expectation value of S² is 8.76. The net charge is +1. The HOMO energy (alpha / beta) is -9.650 / -10.402 eV.

9 unconnected molecules or ions with the total composition C33H59ClN2O16 in a non-equilibrium geometry. Source: the OMol25 dataset; level of theory: the ωB97M-V functional and the def2-TZVPD basis.

```
111
Properties=species:S:1:pos:R:3:lowdin_charge:R:1
C -1.148 -3.366 1.590 -0.05
C -0.932 -2.290 0.533 -0.20
C 0.248 -1.439 1.041 -0.12
N 0.624 -0.314 0.133 -0.24
C -0.339 0.849 -0.032 -0.11
C -0.635 1.540 1.277 -0.15
C 0.624 2.306 1.687 -0.17
C 1.746 1.248 1.817 -0.14
C 1.947 0.305 0.603 -0.08
C 0.884 -0.826 -1.261 0.00
H -2.088 -3.897 1.445 0.06
H -1.178 -2.852 2.550 0.07
H -0.309 -4.049 1.457 0.06
H -1.744 -1.554 0.505 0.07
H -0.830 -2.549 -0.519 0.11
H 1.145 -2.050 1.164 0.13
H -0.009 -1.041 2.023 0.12
H -1.168 0.256 -0.430 0.13
H 0.004 1.428 -0.887 0.06
H -1.028 0.851 2.019 0.09
H -1.434 2.227 0.980 0.12
H 0.563 2.940 2.568 0.12
H 0.854 2.945 0.829 0.08
H 1.565 0.736 2.767 0.11
H 2.699 1.756 1.984 0.11
H 2.609 -0.511 0.884 0.13
H 2.343 0.935 -0.192 0.11
H 1.491 -1.722 -1.184 0.10
H 1.384 -0.114 -1.923 0.07
H -0.027 -0.886 -1.857 0.09
Cl 1.564 3.058 -2.417 -0.46
O 2.429 -4.527 1.393 0.08
C 1.994 -5.526 0.866 -0.56
O 1.976 -5.732 -0.443 -0.03
C 2.569 -4.845 -1.433 -0.17
C 2.337 -5.477 -2.812 -0.05
C 1.218 -6.594 1.615 0.02
H 3.634 -4.769 -1.215 0.12
H 2.111 -3.889 -1.185 0.10
H 2.466 -4.680 -3.545 0.07
H 1.383 -6.001 -2.850 0.07
H 3.037 -6.242 -3.155 0.08
H 0.151 -6.400 1.703 0.08
H 1.680 -6.609 2.599 0.09
H 1.303 -7.520 1.048 0.08
O 0.171 8.325 -0.490 0.11
C -0.676 7.947 0.268 -0.55
O -1.000 6.655 0.517 -0.03
C -0.503 5.662 -0.408 -0.22
C -1.738 5.208 -1.164 -0.07
C -1.464 8.805 1.192 0.01
H -0.207 4.758 0.133 0.09
H 0.374 5.943 -0.985 0.11
H -1.473 4.352 -1.789 0.06
H -1.975 5.982 -1.906 0.08
H -2.611 5.150 -0.522 0.08
H -1.170 9.852 1.205 0.09
H -1.415 8.459 2.222 0.09
H -2.499 8.783 0.843 0.09
C -4.386 -3.611 4.207 -0.09
C -5.059 -3.885 2.864 -0.25
C -5.813 -2.656 2.309 -0.16
C -4.873 -1.703 1.698 -0.21
N -4.116 -0.947 1.282 0.17
H -4.174 -4.574 4.669 0.08
H -5.112 -3.120 4.866 0.08
H -3.554 -2.908 4.196 0.06
H -5.761 -4.703 3.024 0.11
H -4.313 -4.240 2.152 0.09
H -6.423 -2.182 3.072 0.12
H -6.325 -3.040 1.422 0.12
C -3.437 0.434 5.559 -0.12
C -3.202 0.687 4.068 -0.09
O -1.893 0.077 3.923 0.02
C -1.687 -0.791 4.932 -0.58
O -0.752 -1.524 4.941 0.16
O -2.649 -0.697 5.898 0.06
H -4.497 0.191 5.660 0.13
H -3.137 1.231 6.239 0.14
H -3.216 1.765 3.923 0.13
H -3.875 0.208 3.362 0.08
C 5.132 0.429 -3.735 -0.06
C 3.645 0.070 -3.669 -0.12
O 3.601 -1.303 -3.250 0.04
C 4.855 -1.809 -3.372 -0.60
O 5.093 -2.987 -3.268 0.13
O 5.687 -0.913 -3.830 0.08
H 5.510 0.982 -2.876 0.13
H 5.442 1.023 -4.592 0.13
H 2.965 0.299 -4.484 0.13
H 3.290 0.603 -2.782 0.06
C -1.985 -1.872 -6.988 -0.10
C -3.316 -1.872 -6.244 -0.09
O -2.946 -1.995 -4.851 0.07
C -1.620 -2.146 -4.751 -0.58
O -1.014 -2.111 -3.723 0.15
O -1.024 -2.029 -5.945 0.07
H -1.811 -0.946 -7.530 0.13
H -1.938 -2.716 -7.673 0.13
H -3.843 -2.824 -6.339 0.13
H -4.025 -1.092 -6.507 0.13
C 3.643 5.128 0.282 -0.16
C 4.676 5.175 -0.803 -0.12
O 5.703 4.370 -0.237 0.05
C 5.446 4.076 1.074 -0.54
O 6.130 3.433 1.787 0.17
O 4.261 4.676 1.483 0.05
H 2.827 4.483 -0.051 0.07
H 3.072 6.028 0.514 0.13
H 5.008 6.172 -1.091 0.13
H 4.266 4.665 -1.676 0.10
```

The LUMO energy comes out at 0.13 eV. Its HOMO-LUMO gap is 8.0 eV. The net charge is 0. The HOMO energy is -7.852 eV.